No. 1
{"formula": "C6H12N", "method": "the ωB97M-V functional and the def2-TZVPD basis", "species": ["C", "C", "C", "C", "C", "C", "N", "H", "H", "H", "H", "H", "H", "H", "H", "H", "H", "H", "H"], "coordinates": [[1.040331, -0.626454, 0.051479], [2.295065, -0.997778, -0.057269], [-0.686410, -0.674740, 0.851840], [-1.749741, -1.490108, 0.162534], [0.495918, 1.591802, 0.677541], [-0.413999, 0.911694, -1.274921], [0.006628, 0.394703, 0.008949], [2.937897, -0.528687, -0.639461], [2.744102, -1.930078, 0.347074], [-0.786474, -0.687431, 1.943253], [-2.726117, -1.420763, 0.878181], [-1.529982, -2.568231, 0.153946], [-1.869838, -1.130877, -0.831118], [0.675662, 1.346235, 1.817881], [1.416800, 1.998680, 0.327391], [-0.204178, 2.534107, 0.578522], [0.316709, 1.445829, -1.899981], [-0.753306, 0.053654, -1.857116], [-1.209059, 1.778435, -1.238721]], "atomic_forces_ev_per_a": [[-4.5, -1.3, 3.0], [-2.7, -2.4, 2.0], [3.2, -1.7, -2.5], [-1.4, -0.2, 2.7], [-1.0, 2.7, 4.7], [-3.0, 1.0, -2.7], [2.6, 1.7, 0.2], [2.9, 2.7, -2.6], [-1.0, 0.6, 0.0], [0.8, 1.3, -0.5], [2.0, 0.1, -2.2], [0.2, 0.4, -0.1], [-0.8, 0.0, -0.7], [-0.5, 0.6, -2.3], [0.8, -0.5, -0.8], [0.8, -2.3, 0.4], [0.8, -0.7, 0.9], [-0.2, 0.4, -0.3], [1.0, -2.2, 0.6]], "lowdin_charge": [-0.025, 0.126, -0.024, -0.056, -0.035, -0.023, -0.322, 0.028, 0.113, 0.143, 0.152, 0.094, 0.046, 0.156, 0.096, 0.149, 0.126, 0.097, 0.159], "orbital_gap_ev": 10.852, "total_charge": 1, "lumo_energy_ev": -3.16}



No. 2
{"formula": "C5H4O2", "method": "the ωB97M-V functional and the def2-TZVPD basis", "species": ["O", "C", "C", "C", "C", "C", "O", "H", "H", "H", "H"], "coordinates": [[-0.269693, -0.558072, -2.180568], [-0.215028, -0.475120, -0.985179], [0.099238, -1.331421, 0.142066], [0.757545, 0.046618, 0.425802], [-0.093038, 1.122025, 0.838137], [-0.819684, 1.269862, -0.306120], [-1.380527, 1.902458, -1.137256], [-0.650644, -1.610971, 0.880633], [0.779015, -2.146670, -0.111587], [1.838261, 0.073022, 0.583337], [-0.140603, 1.666812, 1.775842]], "atomic_forces_ev_per_a": [[0.1, 0.0, 0.7], [-0.1, -0.3, -0.7], [0.0, -0.1, -0.1], [0.2, 0.2, 0.3], [0.0, -0.1, -0.2], [-0.3, 0.5, -0.3], [0.3, -0.4, 0.5], [0.1, 0.1, -0.1], [-0.1, 0.1, 0.0], [-0.2, 0.0, 0.0], [0.0, -0.1, -0.1]], "lowdin_charge": [0.131, -0.357, -0.046, -0.068, -0.013, -0.279, 0.141, 0.126, 0.124, 0.129, 0.113], "orbital_gap_ev": [7.453, 7.450], "total_charge": 0, "lumo_energy_ev": [-1.03, -1.04]}



No. 3
{"formula": "C27H46N3O4P2Pd", "method": "the ωB97M-V functional and the def2-TZVPD basis", "species": ["Pd", "C", "C", "C", "C", "C", "C", "O", "N", "C", "O", "N", "C", "O", "H", "H", "H", "H", "H", "H", "H", "H", "H", "H", "H", "C", "C", "C", "P", "C", "C", "C", "C", "C", "C", "H", "H", "H", "H", "H", "H", "H", "H", "H", "H", "H", "H", "H", "H", "H", "H", "H", "H", "H", "H", "H", "N", "C", "C", "C", "C", "C", "C", "C", "H", "H", "H", "H", "H", "C", "P", "C", "C", "O", "H", "H", "H", "H", "H", "H", "H", "H", "H"], "coordinates": [[10.887918, 10.448137, 10.693887], [9.002815, 9.719058, 15.741031], [7.734032, 10.119283, 14.971031], [7.878231, 11.309411, 14.017101], [6.481131, 11.637054, 13.446227], [6.576562, 12.778996, 12.386175], [8.428323, 12.485827, 14.727037], [7.731226, 13.090683, 15.519458], [9.745735, 12.791865, 14.517783], [10.642818, 12.201968, 13.602313], [11.747038, 12.697147, 13.471200], [10.190022, 11.171573, 12.828914], [8.855000, 10.812432, 12.920795], [8.451117, 10.041160, 12.066438], [8.791553, 8.849368, 16.415550], [9.250539, 10.588852, 16.406907], [9.841578, 9.478127, 15.100507], [6.903883, 10.234582, 15.676758], [7.393604, 9.314870, 14.251390], [5.945714, 11.931127, 14.329171], [6.052793, 10.733378, 12.948393], [7.195700, 13.611156, 12.705092], [5.591655, 13.151253, 12.101953], [7.035129, 12.359325, 11.509349], [10.125661, 13.490765, 15.085421], [13.629939, 12.497175, 8.742841], [13.523971, 10.980212, 8.637883], [14.390492, 10.364240, 9.683470], [11.786140, 10.242861, 8.733076], [12.052049, 8.426934, 8.210980], [12.743978, 7.456662, 9.234091], [12.678433, 8.161104, 6.838249], [10.974284, 10.752105, 7.090462], [9.707450, 11.524769, 7.501004], [11.763262, 11.585649, 6.065869], [14.686655, 12.824066, 8.772657], [13.115489, 12.793484, 9.665549], [13.083417, 13.016152, 7.916869], [13.896148, 10.687197, 7.655396], [13.973879, 10.132694, 10.666054], [15.124444, 11.116555, 9.978660], [14.963305, 9.461725, 9.335746], [11.036319, 8.070935, 8.069542], [13.730108, 7.875595, 9.477710], [12.891284, 6.457418, 8.788910], [12.110899, 7.377376, 10.159763], [13.744424, 8.215799, 6.933779], [12.368409, 8.802224, 6.012038], [12.508963, 7.066588, 6.630947], [10.649340, 9.806192, 6.542709], [9.939768, 12.463309, 7.982759], [8.990796, 10.991118, 8.084689], [9.166130, 11.760076, 6.624652], [12.082538, 12.521149, 6.509432], [11.089554, 11.752439, 5.186992], [12.657110, 11.026538, 5.803327], [6.567911, 14.124738, 7.798263], [7.576817, 14.273242, 8.354424], [8.918988, 14.475191, 8.923179], [9.273171, 13.850351, 10.152960], [10.535817, 13.997099, 10.763561], [11.421838, 14.743546, 10.076906], [11.090625, 15.396037, 8.857064], [9.834506, 15.283312, 8.293320], [8.520548, 13.238659, 10.600973], [10.748103, 13.366344, 11.609816], [12.471788, 14.936313, 10.374983], [11.818830, 15.886749, 8.173205], [9.532798, 15.721342, 7.341463], [8.094966, 8.243168, 9.464528], [6.762617, 8.133843, 8.290381], [6.176342, 9.811065, 7.991920], [7.525645, 7.502550, 6.768752], [5.642921, 7.247657, 8.763338], [8.963680, 8.821071, 9.131678], [8.517102, 7.247618, 9.673095], [7.737134, 8.634992, 10.405399], [6.450247, 10.111107, 6.957261], [6.612012, 10.534220, 8.708050], [5.091611, 9.824371, 8.234201], [8.445496, 8.034599, 6.568119], [6.846796, 7.612772, 5.872804], [7.895214, 6.522637, 6.923392]], "atomic_forces_ev_per_a": [[-0.2, 0.4, 0.2], [-0.8, 0.4, 1.2], [-0.3, -1.7, -0.7], [0.5, -0.8, -1.2], [0.9, 0.3, -1.2], [-0.5, -0.8, 0.7], [0.0, 0.1, 0.6], [0.2, 0.5, 0.3], [-0.8, -1.0, -0.5], [-0.4, -0.8, -1.0], [0.3, 0.2, 0.5], [-1.0, 0.5, 0.6], [1.2, 0.3, -0.6], [-1.0, -0.5, -0.1], [0.2, 0.7, -0.6], [0.1, -0.8, -0.5], [0.2, 0.0, -0.1], [0.1, 0.4, -0.1], [0.5, 0.5, 0.9], [-0.8, 0.2, 0.1], [0.3, 0.6, 0.6], [0.0, 0.2, 0.3], [0.0, 0.0, 0.1], [0.1, -0.2, -0.5], [0.6, 1.3, 0.8], [-1.1, 0.4, -0.2], [-0.6, -0.3, -1.1], [2.0, -0.8, 0.9], [0.6, -0.7, -0.1], [0.4, -0.5, -0.1], [-0.8, 0.9, 0.2], [0.2, -1.1, 0.3], [-1.0, -0.4, 0.2], [0.6, -0.1, -0.6], [-0.6, -0.7, 0.2], [-0.5, -0.1, -0.1], [0.3, 0.1, 0.0], [0.7, -0.3, 0.7], [0.2, -0.1, -0.1], [-0.8, -0.2, -0.3], [0.5, -0.1, -0.2], [-0.6, 0.8, 0.3], [-0.5, 0.1, 0.4], [-0.3, -0.4, 0.2], [-0.2, 0.3, 0.1], [0.8, 0.1, -0.8], [0.9, 0.3, -0.1], [-0.2, -0.2, 0.1], [-0.1, 1.0, -0.3], [0.3, 1.0, 0.9], [0.2, 0.0, 0.3], [-0.1, -0.6, 0.9], [-0.7, 0.5, -1.4], [-0.2, 0.2, -0.3], [0.8, 0.0, 0.6], [0.1, 0.1, -0.5], [1.1, 0.2, 0.8], [0.0, -0.1, -0.5], [-1.0, -0.8, 2.0], [-0.3, 0.6, -0.8], [-2.3, -1.1, -0.8], [2.4, 2.4, -1.7], [0.3, -0.1, -0.7], [0.0, 0.0, -0.5], [-0.1, -0.4, 0.3], [0.4, 0.4, 0.2], [-0.8, -0.5, 0.2], [-0.2, -0.2, 1.2], [0.5, 0.1, 0.2], [1.0, -0.6, 0.0], [-0.9, -1.2, 0.7], [0.0, 0.7, 0.1], [-0.6, 1.5, -0.9], [0.5, 0.4, -0.3], [-0.2, 0.4, 0.0], [-0.4, 0.1, -0.1], [-0.1, 0.3, 0.2], [-0.6, 0.1, 0.6], [0.1, -0.4, -0.4], [0.6, -0.1, -0.7], [0.2, 0.7, -0.2], [0.7, -0.4, 1.0], [-0.3, -1.3, 0.1]], "lowdin_charge": [0.272, -0.078, -0.182, -0.339, -0.147, -0.063, -0.452, 0.079, 0.218, -0.586, 0.017, 0.090, -0.461, -0.011, 0.080, 0.087, 0.068, 0.120, 0.134, 0.100, 0.132, 0.075, 0.075, 0.039, 0.133, -0.120, -0.568, -0.168, 0.892, -0.535, -0.116, -0.138, -0.512, -0.151, -0.114, 0.083, 0.054, 0.055, 0.086, 0.064, 0.062, 0.079, 0.064, 0.038, 0.065, 0.073, 0.056, 0.051, 0.087, 0.099, 0.045, 0.033, 0.058, 0.041, 0.092, 0.056, 0.138, -0.172, -0.254, -0.009, -0.059, -0.096, -0.077, -0.078, 0.073, 0.063, 0.118, 0.113, 0.118, -0.198, 0.503, -0.179, -0.184, -0.410, 0.006, 0.066, 0.027, 0.053, 0.043, 0.058, 0.023, 0.072, 0.029], "orbital_gap_ev": 6.590, "total_charge": -1, "lumo_energy_ev": 2.58}